No. 1
Formula: C42H50BN9S3Sn
Source: OMol25
Level of theory: ωB97M-V/def2-TZVPD

The geometry in XYZ format:
```
106
Properties=species:S:1:pos:R:3
Sn 2.093 -2.090 1.489
C -0.326 -3.378 -2.845
C -0.549 -1.964 -2.462
C -0.924 -1.012 -3.381
C -1.158 0.315 -2.959
N -1.007 0.636 -1.692
N -0.663 -0.263 -0.777
B -0.770 0.363 0.632
N -1.049 -0.471 1.837
N -2.096 0.175 1.294
C -3.349 -0.016 1.635
C -3.538 -0.915 2.718
C -2.494 -1.556 3.341
C -2.702 -2.489 4.459
C -1.147 -1.335 2.848
S 0.163 -2.152 3.520
C -4.458 0.629 0.858
C -4.076 2.081 0.558
C -4.557 -0.187 -0.448
C -5.799 0.575 1.591
N -0.016 1.697 0.762
N -0.682 2.754 0.285
C -0.143 3.951 0.258
C 1.183 4.135 0.721
C 1.886 3.086 1.254
C 3.254 3.244 1.799
C 1.240 1.806 1.258
S 2.166 0.547 1.962
C -0.898 5.161 -0.247
C -2.323 4.813 -0.683
C -0.146 5.820 -1.411
C -1.017 6.183 0.904
C -0.414 -1.551 -1.102
S -0.060 -2.749 0.077
C -1.631 1.397 -3.898
C -1.674 0.952 -5.360
C -3.060 1.772 -3.463
C -0.713 2.619 -3.766
H -0.370 -3.504 -3.924
H -1.097 -4.003 -2.391
H 0.630 -3.746 -2.475
H -1.045 -1.284 -4.417
H -4.544 -1.108 3.059
H -3.757 -2.623 4.680
H -2.202 -2.122 5.357
H -2.253 -3.460 4.240
H -3.124 2.136 0.035
H -4.006 2.638 1.490
H -4.845 2.548 -0.050
H -3.651 -0.090 -1.042
H -5.398 0.184 -1.027
H -4.736 -1.240 -0.239
H -5.720 0.973 2.600
H -6.200 -0.434 1.622
H -6.524 1.187 1.060
H 1.633 5.113 0.659
H 3.635 4.243 1.616
H 3.942 2.517 1.369
H 3.263 3.075 2.876
H -2.301 4.015 -1.421
H -2.797 5.679 -1.136
H -2.919 4.510 0.171
H 0.020 5.128 -2.233
H 0.818 6.229 -1.114
H -0.738 6.653 -1.781
H -1.462 5.735 1.788
H -1.653 7.007 0.590
H -0.052 6.611 1.167
H -2.392 0.152 -5.518
H -0.697 0.644 -5.721
H -1.996 1.788 -5.975
H -3.721 0.910 -3.513
H -3.445 2.530 -4.139
H -3.063 2.163 -2.448
H 0.269 2.414 -4.185
H -0.599 2.895 -2.720
H -1.145 3.451 -4.313
C 3.636 -0.280 -2.635
C 4.294 -1.333 -3.255
C 4.359 -2.557 -2.610
C 3.788 -2.699 -1.343
N 3.140 -1.677 -0.773
C 3.061 -0.511 -1.400
C 3.977 -3.915 -0.525
C 4.591 -5.072 -1.008
C 4.871 -6.096 -0.120
C 4.582 -5.941 1.225
C 3.950 -4.769 1.645
N 3.630 -3.831 0.759
C 3.731 -4.443 3.069
C 4.042 -5.321 4.106
C 3.974 -4.870 5.415
C 3.605 -3.557 5.667
C 3.257 -2.758 4.589
N 3.310 -3.206 3.346
H 3.585 0.695 -3.089
H 4.776 -1.202 -4.213
H 4.877 -3.376 -3.082
H 2.542 0.277 -0.869
H 4.847 -5.180 -2.050
H 5.346 -7.000 -0.473
H 4.862 -6.707 1.925
H 4.331 -6.340 3.910
H 4.215 -5.537 6.230
H 3.578 -3.157 6.669
H 2.942 -1.731 4.729
```

Summary:
* relative energy (zero: lowest compared OMol25 entry of this formula, charge and spin): 1.753 eV
* HOMO energy: -18.876 eV
* net charge: +4
* LUMO: -0.4780 Eh


No. 2
Formula: C42H50CrN5O4P2SSi2
Source: OMol25
Level of theory: ωB97M-V/def2-TZVPD

The geometry in XYZ format:
```
107
Properties=species:S:1:pos:R:3
Cr 0.312 -0.455 -0.605
C 3.918 0.100 -2.502
Si 3.217 1.124 -1.097
C 4.638 1.869 -0.137
C 2.181 2.528 -1.770
N 2.228 0.093 -0.112
P 1.852 -0.040 1.454
C 0.150 -0.160 1.442
P -0.832 -1.558 1.489
N -1.089 -1.889 -0.075
Si -2.525 -2.244 -0.984
C -3.435 -3.735 -0.287
C -3.656 -0.761 -1.000
C -2.016 -2.672 -2.739
C -2.382 -1.198 2.361
C -3.286 -2.206 2.696
C -4.521 -1.885 3.239
C -4.862 -0.555 3.449
C -3.963 0.452 3.125
C -2.725 0.134 2.583
C -0.174 -3.031 2.309
C -0.418 -3.302 3.653
C 0.130 -4.429 4.248
C 0.941 -5.278 3.510
C 1.208 -5.001 2.175
C 0.649 -3.884 1.574
C 2.408 1.427 2.377
C 1.615 2.573 2.321
C 2.063 3.757 2.889
C 3.298 3.802 3.526
C 4.081 2.659 3.602
C 3.640 1.476 3.025
C 2.813 -1.375 2.197
C 3.770 -2.052 1.452
C 4.516 -3.066 2.042
C 4.296 -3.407 3.368
C 3.337 -2.731 4.116
C 2.599 -1.714 3.533
H 3.871 0.651 -3.447
H 4.967 -0.154 -2.322
H 3.352 -0.825 -2.624
H 5.382 2.269 -0.835
H 4.299 2.689 0.500
H 5.137 1.132 0.498
H 2.683 3.036 -2.599
H 1.206 2.177 -2.120
H 1.993 3.262 -0.981
H -4.234 -3.430 0.392
H -3.894 -4.301 -1.103
H -2.765 -4.412 0.250
H -4.108 -0.597 -0.018
H -3.070 0.128 -1.254
H -4.462 -0.871 -1.734
H -0.974 -3.000 -2.774
H -2.640 -3.477 -3.136
H -2.123 -1.811 -3.406
H -3.026 -3.244 2.530
H -5.218 -2.671 3.503
H -5.829 -0.305 3.867
H -4.226 1.489 3.295
H -2.017 0.908 2.312
H -1.044 -2.635 4.233
H -0.077 -4.646 5.289
H 1.363 -6.161 3.974
H 1.850 -5.658 1.602
H 0.832 -3.667 0.528
H 0.652 2.528 1.824
H 1.446 4.646 2.838
H 3.650 4.727 3.966
H 5.038 2.689 4.108
H 4.260 0.589 3.076
H 3.918 -1.778 0.414
H 5.271 -3.586 1.466
H 4.866 -4.209 3.820
H 3.170 -2.998 5.152
H 1.851 -1.179 4.108
C -2.980 4.730 1.474
N -2.937 4.578 0.043
C -3.828 5.347 -0.816
C -3.515 4.804 -2.219
N -2.742 3.611 -1.907
C -2.351 3.550 -0.615
S -1.334 2.391 0.025
H -2.668 5.736 1.761
H -2.302 4.004 1.916
H -3.993 4.556 1.851
H -3.616 6.413 -0.729
H -4.872 5.184 -0.530
H -2.933 5.516 -2.806
H -4.417 4.555 -2.775
H -2.269 3.063 -2.603
O 0.992 -1.365 -2.440
C 0.283 -0.513 -3.028
O -0.460 0.250 -2.330
C 0.305 -0.363 -4.506
C 0.984 -1.283 -5.295
C 0.990 -1.140 -6.675
C 0.320 -0.081 -7.267
C -0.340 0.825 -6.458
C -0.360 0.704 -5.085
N -1.050 1.962 -7.079
O -0.992 2.069 -8.286
O -1.671 2.706 -6.345
H 1.492 -2.105 -4.808
H 1.521 -1.852 -7.293
H 0.299 0.056 -8.339
H -0.883 1.423 -4.473
```

Summary:
* relative energy (zero: lowest compared OMol25 entry of this formula, charge and spin): 0.000 eV
* spin multiplicity: 4
* HOMO energy (alpha / beta): -7.826 / -8.061 eV
* net charge: 0
* LUMO (alpha / beta): -0.0183 / -0.0184 Eh


no.,molecular weight (Da),maximum force (eV/A)
1,906.649,2.00
2,891.076,1.33